Entry from OMol25: a 2-piece molecular cluster, C2Cl2F2 overall (ωB97M-V with the def2-TZVPD basis set).

The geometry in XYZ format:
```
6
Properties=species:S:1:pos:R:3:forces:R:3:nbo_charge:R:1
C 0.853713 1.179401 -0.533034 1.664 -0.288 0.816 0.64
C -0.587974 -1.699956 0.057644 1.610 0.161 0.382 -0.16
F 0.219615 2.213830 -0.095495 -0.410 0.499 0.147 -0.33
F 1.457405 0.699390 0.569682 -0.587 0.285 -0.990 -0.35
Cl -1.613915 -2.966783 0.370728 -0.907 -0.245 -0.157 0.11
Cl -1.245352 -0.360719 -0.720071 -1.370 -0.412 -0.197 0.10
```
Forces are in eV/Å.

E_HOMO: -9.46 eV
LUMO energy: -1.128 eV
Gap between HOMO and LUMO: 8.34 eV

---

Entry from OMol25: a 2-piece molecular cluster, C2H6NO3 overall (ωB97M-V with the def2-TZVPD basis set).

The geometry in XYZ format:
```
12
Properties=species:S:1:pos:R:3:forces:R:3:nbo_charge:R:1
C -0.717005 0.434256 -1.726928 1.369 0.087 0.729 -0.41
N -0.279759 -0.171979 -0.454592 -0.341 -0.319 -0.933 -0.71
C -0.292016 0.705908 0.680852 -1.558 0.694 0.202 0.85
O -0.551098 0.204345 1.804642 0.678 -0.718 -0.243 -0.82
O -0.185877 1.918642 0.398383 0.482 -0.192 -0.057 -0.79
H 0.154201 1.019352 -2.043694 -0.452 0.082 -0.521 0.19
H -0.932577 -0.361938 -2.442435 0.012 0.072 -0.051 0.16
H -1.558789 1.120282 -1.617143 -0.109 -0.088 0.035 0.18
H -0.712455 -1.078365 -0.354516 -0.015 0.173 0.760 0.35
H 0.933390 -1.237359 2.057912 -0.161 0.503 0.494 0.50
H 2.268510 -1.176040 1.412412 -0.084 -0.098 0.762 0.46
O 1.873478 -1.377104 2.285104 0.179 -0.196 -1.176 -0.98
```
Forces are in eV/Å.

E_HOMO: -4.23 eV
LUMO energy: 4.119 eV
Charge: -1
Gap between HOMO and LUMO: 8.35 eV

---

Entry from OMol25: a 2-piece molecular cluster, FH2O2P overall (ωB97M-V with the def2-TZVPD basis set).

The geometry in XYZ format:
```
6
Properties=species:S:1:pos:R:3:forces:R:3:nbo_charge:R:1
O 1.115077 -0.826399 1.019376 2.556 1.096 0.633 -1.10
O -1.126351 -1.097370 0.174818 -2.390 1.483 -2.154 -1.03
F 0.796215 0.017772 -1.270548 0.758 0.533 -0.528 -0.59
P -0.015768 -1.717835 1.016289 -0.025 -1.981 1.387 1.58
H 1.553092 0.068283 -0.702475 -0.922 -0.221 -0.100 0.59
H -0.913093 -0.309841 -0.401040 0.024 -0.910 0.762 0.55
```
Forces are in eV/Å.

E_HOMO: -10.78 eV
LUMO energy: 0.198 eV
SMILES: O=PO.F
Gap between HOMO and LUMO: 10.98 eV

---

Entry from OMol25: C20H46O2P4V as an isolated structure (ωB97M-V with the def2-TZVPD basis set).

The geometry in XYZ format:
```
73
Properties=species:S:1:pos:R:3:forces:R:3:lowdin_spin:R:1
V 0.049463 -1.591975 0.020662 1.885 1.820 -1.295 2.42
P 2.018062 0.096530 1.104382 0.668 -0.557 0.550 -0.16
P -1.302531 1.212252 0.352743 -1.778 -0.027 0.672 -0.10
P 1.760451 1.144022 -2.699751 -0.104 -0.779 -0.595 0.00
H -1.102919 -4.817097 -0.234967 0.400 -0.630 0.077 0.00
C -0.210085 -4.793123 -0.867895 0.068 -0.446 -0.403 0.00
C 1.064179 -4.815650 -0.439415 0.342 -0.630 -0.148 0.00
H 1.360584 -5.273345 0.523183 -0.158 0.993 -0.421 0.00
C 2.179582 -0.947008 2.593517 -0.253 0.023 0.050 -0.02
C 2.025278 1.793482 1.824749 -0.450 -0.166 -0.247 -0.02
C 3.704617 -0.099765 0.403453 -0.350 -0.195 -0.509 -0.03
C -2.947408 1.028352 -0.461880 0.282 -0.383 -0.392 -0.01
C -1.876710 1.068930 2.111598 0.381 -0.300 -0.046 -0.01
C -1.170521 3.063664 0.300151 0.975 0.139 -0.375 -0.02
C 2.762697 1.021169 -4.180760 0.405 0.112 -0.082 0.00
C 1.907602 2.756860 -1.953345 0.062 0.501 0.147 0.00
C 0.031708 0.882290 -3.173813 -0.644 -0.269 0.249 0.00
H -0.408749 -4.919601 -1.941569 0.018 0.841 0.475 0.00
H 1.887228 -4.589090 -1.128846 -0.369 -0.626 0.094 0.00
H 2.187438 -2.009438 2.308492 0.141 0.259 0.168 0.00
H 1.343998 -0.745126 3.276298 0.300 -0.068 -0.083 0.00
H 3.128710 -0.682912 3.076859 -0.235 -0.205 0.062 0.00
H 1.102887 1.956472 2.397182 0.250 0.068 -0.123 0.00
H 2.107277 2.554334 1.039141 -0.058 -0.173 0.348 0.00
H 2.889289 1.885676 2.500986 -0.219 -0.142 -0.231 -0.01
H 3.759597 -1.100355 -0.052054 0.097 0.396 0.144 0.00
H 4.458479 -0.002462 1.195602 -0.298 0.072 -0.075 -0.01
H 3.898588 0.654583 -0.370048 0.038 -0.186 0.216 0.00
H -3.563776 1.916683 -0.280001 0.144 -0.247 0.036 0.00
H -3.451764 0.141569 -0.061950 0.087 0.137 -0.184 0.00
H -2.808224 0.903659 -1.543248 -0.230 0.048 0.185 0.00
H -2.317663 2.023932 2.435784 0.092 -0.441 -0.110 0.00
H -1.002441 0.839395 2.736488 -0.318 0.154 0.102 0.00
H -2.612104 0.255645 2.197972 0.293 0.364 -0.007 0.00
H -2.023247 3.493477 -0.245037 0.304 -0.246 0.147 0.00
H -0.240669 3.368826 -0.196409 -0.308 0.189 0.174 0.00
H -1.168022 3.463516 1.324401 0.094 -0.154 -0.383 0.00
H 3.262063 1.998373 -4.258596 0.046 -0.440 -0.450 0.00
H 2.145665 0.801639 -5.061259 0.198 0.233 0.221 0.00
H 3.498371 0.210816 -4.062819 -0.177 0.441 -0.064 0.00
H 2.724226 3.277826 -2.467023 -0.166 0.106 0.289 0.00
H 2.146888 2.669474 -0.882239 -0.132 0.149 -0.537 0.00
H 0.968637 3.315817 -2.098600 0.475 -0.115 0.073 0.00
H -0.074240 1.080402 -4.253420 0.093 0.289 0.452 0.00
H -0.629845 1.533412 -2.576069 0.337 -0.085 -0.423 0.00
H -0.337572 -0.145298 -3.042131 0.480 0.267 0.032 0.00
C 1.443645 -2.239358 -2.400445 -1.084 -0.040 -0.588 0.00
C 0.004700 -2.367819 -2.491881 1.346 -0.253 0.087 0.00
C -0.562599 -2.641030 -3.737461 -0.322 0.243 -0.119 0.00
C 0.254605 -2.643382 -4.862520 -0.515 0.388 0.103 -0.01
C 1.639182 -2.403119 -4.762871 -0.103 -0.644 -0.313 0.00
C 2.275202 -2.411882 -3.536139 -0.759 0.557 0.508 0.00
O 1.967168 -1.778009 -1.295965 -1.539 -0.292 2.722 -0.05
H 2.338253 0.188532 -1.823829 -0.738 0.272 -0.183 0.00
H -0.646222 -2.589404 -1.597457 0.322 0.195 -0.759 0.00
H -1.649928 -2.778720 -3.809465 0.565 -0.153 -0.152 0.00
H -0.217345 -2.841857 -5.818957 0.234 0.224 -0.020 0.00
H 2.221669 -2.232497 -5.667561 -0.090 -0.531 0.084 0.00
H 3.360843 -2.460478 -3.393498 -0.437 0.382 -0.173 0.00
C -2.969696 -3.788990 2.176422 -0.246 -0.133 0.239 0.00
P -1.442123 -2.869692 2.305067 -1.163 -1.103 1.451 0.00
C -1.198262 -2.005664 3.848809 -0.179 0.339 0.195 0.00
C -0.026555 -3.975105 2.240170 0.106 0.377 -0.127 0.01
O -1.565368 -1.859699 1.143834 2.168 0.456 -1.355 0.02
H -3.802930 -3.067005 2.140043 0.279 -0.274 0.151 0.00
H -3.101919 -4.482457 3.018641 -0.032 0.169 -0.235 0.00
H -2.988852 -4.355266 1.228747 0.133 0.192 0.384 0.00
H -1.727925 -2.537173 4.650266 0.120 0.215 -0.065 0.00
H -0.123774 -1.992859 4.083124 -0.456 -0.038 0.009 0.00
H -1.556343 -0.972242 3.759333 -0.097 -0.402 0.265 0.00
H 0.479187 -3.749046 1.293185 0.048 -0.417 0.330 0.00
H 0.692669 -3.781036 3.043188 -0.336 -0.060 -0.045 0.00
H -0.321876 -5.031209 2.256538 0.065 0.244 -0.177 0.00
```
Forces are in eV/Å.

E_HOMO (alpha / beta): -16.06 / -16.16 eV
LUMO energy (alpha / beta): -11.541 / -9.489 eV
Charge: +3
2S+1: 3
Gap between HOMO and LUMO (alpha / beta): 4.52 / 6.67 eV

---

What did the second record say?
Entry from OMol25: a 2-piece molecular cluster, C2H6NO3 overall (ωB97M-V with the def2-TZVPD basis set).

The geometry in XYZ format:
```
12
Properties=species:S:1:pos:R:3:forces:R:3:nbo_charge:R:1
C -0.717005 0.434256 -1.726928 1.369 0.087 0.729 -0.41
N -0.279759 -0.171979 -0.454592 -0.341 -0.319 -0.933 -0.71
C -0.292016 0.705908 0.680852 -1.558 0.694 0.202 0.85
O -0.551098 0.204345 1.804642 0.678 -0.718 -0.243 -0.82
O -0.185877 1.918642 0.398383 0.482 -0.192 -0.057 -0.79
H 0.154201 1.019352 -2.043694 -0.452 0.082 -0.521 0.19
H -0.932577 -0.361938 -2.442435 0.012 0.072 -0.051 0.16
H -1.558789 1.120282 -1.617143 -0.109 -0.088 0.035 0.18
H -0.712455 -1.078365 -0.354516 -0.015 0.173 0.760 0.35
H 0.933390 -1.237359 2.057912 -0.161 0.503 0.494 0.50
H 2.268510 -1.176040 1.412412 -0.084 -0.098 0.762 0.46
O 1.873478 -1.377104 2.285104 0.179 -0.196 -1.176 -0.98
```
Forces are in eV/Å.

E_HOMO: -4.23 eV
LUMO energy: 4.119 eV
Charge: -1
Gap between HOMO and LUMO: 8.35 eV